1.
Below is a molecular structure, C37H34N3O5PTa, with properties calculated with the ωB97M-V functional and the def2-TZVPD basis.

Calculated values
E_LUMO = -3.63 eV
energy = -64468.5758 eV
net charge = +1
orbital gap = 7.3 eV

Each line ends with the Löwdin charge.
Geometry (Å):
C: 1.28 3.49 3.29  -0.02
H: -5.09 0.21 -1.65  0.12
C: -1.35 -0.25 5.22  -0.08
C: 2.62 5.58 -0.02  0.00
H: 1.50 -2.46 3.06  0.09
Ta: -0.03 -0.12 0.33  1.78
H: -2.95 -3.09 1.34  0.13
H: -5.08 -3.64 0.19  0.12
H: -1.51 0.82 5.29  0.11
O: 1.06 -3.22 -2.03  0.16
C: 0.46 -2.78 3.00  -0.04
C: -3.39 -0.22 -0.41  -0.15
H: 1.18 -1.07 -3.52  0.14
O: 2.93 3.27 0.19  0.07
C: 0.42 6.54 -0.30  -0.07
C: 2.07 -0.45 0.91  -0.27
H: 0.08 -2.52 2.01  0.05
C: -2.98 2.89 2.89  -0.07
H: 1.48 4.54 3.10  0.09
C: -0.75 1.93 3.06  -0.30
H: -2.44 -0.65 7.02  0.11
C: -2.79 -1.16 0.45  -0.31
H: 2.41 2.46 0.34  0.06
C: 3.81 0.77 4.65  -0.06
C: -0.61 -0.77 4.16  -0.28
H: 2.25 7.67 -0.20  0.11
C: -1.66 -2.44 6.13  -0.06
C: -0.19 3.21 3.14  -0.24
H: 5.70 0.59 3.65  0.11
H: 1.41 0.64 -1.99  0.12
C: 1.81 6.68 -0.18  -0.05
C: -3.42 -2.39 0.67  0.01
H: 2.22 -1.54 0.90  0.08
C: -1.87 -1.08 6.20  -0.07
H: -3.43 1.89 -0.98  0.15
C: -4.61 -2.68 0.03  -0.04
H: -0.74 -4.04 5.03  0.12
C: -2.81 1.08 -0.60  -0.03
N: -1.58 1.36 -0.33  -0.11
C: 0.42 -1.02 -2.74  -0.09
P: 0.13 0.33 2.93  1.10
H: -0.21 7.41 -0.42  0.11
O: 0.76 1.77 0.26  -0.28
H: -3.06 5.03 2.93  0.11
H: 1.62 3.26 4.31  0.09
C: 2.07 4.30 0.01  -0.26
H: -0.13 0.95 -2.34  0.11
H: 1.90 2.90 2.61  0.06
C: 2.69 0.08 2.17  -0.31
C: 0.57 -2.17 -1.77  -0.55
C: -0.13 5.28 -0.28  -0.03
H: 4.25 1.02 5.60  0.11
C: -5.22 -1.75 -0.82  -0.06
H: -2.57 0.79 2.88  0.10
H: 0.43 -3.86 3.07  0.09
O: -1.67 -0.87 1.12  -0.30
H: -2.06 -3.10 6.88  0.11
H: 1.79 0.91 5.35  0.12
N: 0.48 0.23 -1.96  -0.02
C: 4.62 0.53 3.55  -0.05
H: -1.20 5.14 -0.37  0.11
C: 0.04 2.82 -0.12  -0.38
H: 2.63 -0.09 0.04  0.07
C: 2.44 0.71 4.51  -0.08
H: 3.69 5.67 0.08  0.13
C: 4.08 0.17 2.33  -0.02
H: -4.04 2.75 2.80  0.11
C: -0.91 -2.97 5.08  -0.03
H: -6.15 -1.98 -1.30  0.11
H: -0.63 5.30 3.14  0.12
C: -1.05 4.30 3.09  -0.04
C: -0.37 -2.16 4.09  -0.25
H: 4.72 -0.06 1.49  0.12
C: -4.62 -0.53 -1.02  -0.02
C: -2.42 4.16 2.96  -0.05
O: 0.07 -1.86 -0.56  -0.20
C: 0.68 4.14 -0.12  -0.09
N: -1.19 2.68 -0.50  0.11
C: 1.89 0.41 3.26  -0.34
C: -2.14 1.79 2.94  -0.13
H: -0.56 -1.11 -3.21  0.14

=====

2.
Below is 2 unconnected molecules or ions with the total composition C2H5BrNO2 in a non-equilibrium geometry, with properties calculated with the ωB97M-V functional and the def2-TZVPD basis.

Calculated values
E_LUMO = -5.08 eV
energy = -77770.2555 eV
net charge = +1
orbital gap = 7.2 eV

Each line ends with the Löwdin charge.
Geometry (Å):
O: 2.23 1.14 -0.16  -0.85
H: -0.22 1.06 0.65  0.13
C: 0.82 -0.49 -0.03  -0.17
O: 1.36 -1.49 0.25  0.21
N: -1.59 -0.33 0.06  0.26
H: -2.44 0.20 0.26  0.19
H: -1.71 -0.97 -0.66  0.15
H: -0.32 0.94 -1.00  0.14
H: -1.61 -0.80 0.93  0.15
Br: 3.70 0.31 -0.17  0.80
C: -0.23 0.42 -0.13  -0.02

=====

3.
Below is 3 unconnected molecules or ions with the total composition C31H68BBr4FN2O6Si in a non-equilibrium geometry, with properties calculated with the ωB97M-V functional and the def2-TZVPD basis.

Calculated values
E_LUMO = -0.07 eV
energy = -339959.6944 eV
SMILES = CC[C@@H](Br)[C@@](CCO[Si](C)(C)C)(CB(O)O)O[C@H](CCCN)[C@@](N[C@@H](Br)[C@@H](C)Br)([C@@H](C)F)[C@@H](Br)CC.CCOCC.CCOCC
orbital gap = 8.7 eV

Each line ends with the Löwdin charge.
Geometry (Å):
C: -2.15 -9.49 0.26  -0.08
H: 0.32 2.61 -1.48  0.08
H: -2.47 -2.87 -1.75  0.06
O: 2.04 -0.86 3.37  0.14
C: -0.07 1.76 2.03  -0.46
H: 1.57 0.90 0.25  0.12
B: 0.83 -0.20 3.56  -0.64
H: -3.65 -1.44 -0.52  0.11
H: -6.02 5.92 -0.60  0.07
H: -4.63 4.43 -1.64  0.05
O: -0.60 2.00 0.74  -0.07
H: 1.87 2.31 2.92  0.14
N: -1.91 -2.50 -0.99  0.00
C: 5.58 1.56 1.19  -0.15
O: 3.01 2.35 0.13  -0.22
C: 0.34 3.69 -1.38  0.00
H: 5.50 2.50 1.74  0.03
H: -0.52 4.31 0.45  0.11
H: 1.53 -4.08 -2.97  0.11
H: 3.88 -0.71 -0.51  0.03
H: -4.61 5.42 1.94  0.05
C: -2.72 0.96 0.35  -0.17
H: -6.23 6.09 1.65  0.07
Si: 4.48 1.68 -0.33  0.44
H: -1.44 4.65 -2.96  0.08
H: -4.82 7.10 1.58  0.05
C: -2.04 -0.07 -0.53  -0.22
H: 0.18 4.90 4.78  0.08
H: 2.68 -6.11 -2.05  0.07
H: -2.85 3.47 -5.18  0.06
H: -1.75 2.27 -4.43  0.06
H: 4.47 -4.68 -5.20  0.08
H: 5.72 2.46 -2.35  0.03
H: 1.57 -3.34 -1.38  0.11
H: 3.51 0.17 -2.00  0.04
C: -2.61 -1.46 -0.23  -0.27
H: -2.47 2.72 1.39  0.09
C: 2.11 -4.01 -2.04  -0.28
H: -1.07 -2.12 -1.40  0.05
H: 0.58 -9.78 2.06  0.07
H: -2.84 -8.66 0.08  0.08
C: 0.95 -8.76 2.08  -0.08
C: -0.65 2.52 3.24  -0.56
H: 6.61 1.43 0.90  0.03
H: -3.20 4.51 -3.20  0.09
C: -2.27 3.97 -3.12  -0.28
C: 2.22 -5.38 -1.38  -0.07
C: -2.34 2.88 -2.04  -0.52
C: -5.20 6.10 1.34  -0.17
H: 2.85 -4.95 -4.56  0.07
H: 2.80 -0.36 3.70  0.11
H: -0.97 -0.15 -0.35  0.10
O: 0.43 0.05 4.86  0.13
H: 3.37 -3.31 -4.96  0.08
H: -1.00 -7.83 2.04  0.11
C: -0.03 0.24 2.30  -0.03
H: 0.04 2.44 4.06  0.08
H: -0.07 -9.98 -0.09  0.11
Br: -4.00 1.89 -2.53  0.81
C: -0.78 -9.17 -0.31  -0.28
H: -2.11 -9.65 1.34  0.07
C: -5.03 5.89 -0.16  -0.79
C: -2.02 3.31 -4.51  -0.12
C: -2.20 3.37 -0.60  -0.30
H: 0.44 4.14 -2.36  0.09
O: 3.36 -3.39 -2.28  -0.17
C: -1.97 2.29 0.54  -0.24
H: -0.03 4.46 2.49  0.11
H: 2.86 0.71 1.42  0.10
C: 5.28 2.94 -1.49  -0.15
H: 4.54 -5.03 -2.71  0.11
H: 0.38 -0.29 1.45  0.11
H: 5.17 -0.30 -1.65  0.03
H: -1.03 -0.16 2.45  0.08
H: -0.85 -9.10 -1.40  0.12
H: 6.00 3.51 -0.92  0.02
N: -3.19 4.33 -0.12  0.00
H: -2.52 -1.67 0.84  0.10
H: 1.25 3.90 -0.84  0.07
C: -0.85 4.03 3.06  -0.28
Br: -5.79 3.22 0.32  0.63
Br: -4.00 7.29 -1.03  0.72
C: 4.24 0.04 -1.20  -0.15
H: -2.55 -10.39 -0.20  0.08
H: 5.29 0.77 1.89  0.02
C: 4.24 -4.07 -3.14  -0.28
H: -2.74 0.53 1.35  0.07
F: -1.09 5.53 -0.97  -0.04
C: 1.41 2.22 1.93  -0.07
H: -1.27 5.71 4.28  0.08
C: -0.05 -7.77 1.50  -0.28
C: -4.48 4.50 -0.57  -0.72
H: 1.23 -5.75 -1.11  0.07
C: -0.84 4.22 -0.57  -0.27
H: 1.37 3.24 1.54  0.11
H: -3.76 1.11 0.11  0.05
H: -1.45 4.22 5.15  0.05
H: -1.80 4.26 2.61  0.08
H: 2.83 -5.32 -0.48  0.08
H: 1.17 -8.51 3.12  0.08
H: -3.00 4.69 0.80  0.12
C: -0.83 4.72 4.43  -0.10
H: -1.18 3.81 -4.97  0.07
H: -2.19 0.07 -1.59  0.06
H: 4.51 3.62 -1.85  0.02
H: 1.88 -8.73 1.52  0.08
H: 0.33 -6.76 1.63  0.12
C: 3.70 -4.26 -4.55  -0.08
H: 5.15 -3.46 -3.19  0.12
H: -1.57 2.15 -2.23  0.08
H: 1.08 0.56 5.36  0.12
O: -0.26 -7.92 0.11  -0.17
C: 2.23 1.45 0.92  -0.24
Br: -2.32 1.76 3.96  0.85

=====

Question: Among the records above, which one has the highest energy?
Answer: C37H34N3O5PTa

=====

Question: Which of these has the highest orbital gap?
Answer: C31H68BBr4FN2O6Si